Record 1
Below is a structure of composition C12H35O10SSr at a distorted geometry, with properties calculated with ωB97M-V with the def2-TZVPD basis set.

ORCA input file:
```
! RIJCOSX wB97M-V def2-TZVPD def2/J DEFGRID3
* xyz -1 1
Sr 0.3794 0.0934 0.9505
S 5.9929 -1.4122 2.5151
O 6.8236 -1.4828 3.7028
O 4.6240 -1.0115 2.7402
O 6.6364 -0.3207 1.8043
O 6.0686 -2.6254 1.7279
C 0.2867 6.2064 2.2530
C -0.1588 5.4086 3.4488
O -0.8743 4.2238 3.1171
H -0.5294 6.7449 1.7714
H 0.8884 5.6487 1.5354
H 0.9966 6.9721 2.5660
H -0.6791 6.0565 4.1542
H 0.7887 5.0728 3.8702
C 0.0274 -4.4081 -3.1044
C 1.5359 -4.2462 -3.0560
O 1.8892 -3.3568 -2.0254
H -0.3877 -4.6194 -2.1190
H -0.2383 -5.2617 -3.7279
H -0.4959 -3.5926 -3.6036
H 1.9591 -3.8941 -3.9968
H 1.9345 -5.2180 -2.7647
H 2.7019 -3.7026 -1.6492
C 5.5726 1.6564 -3.7819
C 4.7186 2.6111 -2.9968
O 4.2634 1.9069 -1.8892
H 5.9569 2.0279 -4.7319
H 5.0079 0.7606 -4.0403
H 6.3838 1.3855 -3.1061
H 3.8542 2.9791 -3.5495
H 5.3283 3.4475 -2.6550
H 5.1169 1.6446 -1.5367
C -3.6506 3.1137 -4.1747
C -2.4743 3.3447 -3.2966
O -1.7082 2.1504 -3.2689
H -3.3796 2.7037 -5.1477
H -4.1632 4.0664 -4.3073
H -4.3690 2.4317 -3.7200
H -2.7095 3.7286 -2.3039
H -1.8462 4.1138 -3.7461
H -1.3989 1.8944 -4.1410
C -0.4759 -2.7556 6.1050
C -1.3919 -3.2462 4.9924
O -0.6572 -3.4011 3.8090
H -0.9434 -2.6684 7.0858
H -0.1080 -1.7666 5.8319
H 0.4591 -3.3142 6.1468
H -2.2319 -2.6036 4.7288
H -1.8929 -4.1936 5.1913
H -0.0989 -4.1718 3.9349
C -6.2975 -2.8923 0.8724
C -5.7656 -1.8453 -0.0958
O -4.7296 -1.1220 0.5175
H -5.5755 -3.6539 1.1671
H -7.2462 -3.3034 0.5272
H -6.5146 -2.4380 1.8392
H -6.5804 -1.1551 -0.3143
H -5.4442 -2.3041 -1.0308
H -5.1779 -0.4072 0.9754
*
```

Results
HOMO-LUMO gap in eV: 2.159
Electronic energy in eV: -45148.716
Relative energy (zero: lowest compared OMol25 entry of this formula, charge and spin) in kcal/mol: 309.7

=====

Record 2
Below is a structure of composition C12H36B3MgO6S3 at a distorted geometry, with properties calculated with ωB97M-V with the def2-TZVPD basis set.

ORCA input file:
```
! RIJCOSX wB97M-V def2-TZVPD def2/J DEFGRID3
* xyz -1 1
Mg -18.1030 9.8211 12.0085
B -18.7914 11.3474 13.2493
H -19.5876 10.6073 12.9362
H -19.2604 12.2620 13.7837
H -18.1244 10.8639 14.0646
H -18.1897 11.5895 12.3291
B -19.6038 9.2583 10.4408
H -18.8834 9.0182 9.5746
H -20.6731 9.0130 10.0600
H -19.4588 8.5853 11.3458
H -19.5764 10.3280 10.8042
B -17.0164 10.9963 10.0024
H -17.0802 10.0485 9.3379
H -17.9924 11.5972 9.8607
H -16.8136 10.5168 11.0210
H -16.1561 11.6547 9.5740
C -17.9268 4.4124 11.1439
C -17.9894 4.9045 12.5643
C -16.7654 5.7413 12.9392
S -16.3715 6.5813 11.3511
O -15.0653 6.2435 10.8713
O -16.8476 7.9374 11.4558
C -17.6490 5.6856 10.3723
H -18.9199 4.0678 10.8389
H -17.2839 3.5603 10.9178
H -18.1096 4.1177 13.3218
H -18.8656 5.4895 12.8632
H -15.9021 5.0934 13.1151
H -16.9036 6.3730 13.8083
H -17.4289 5.7417 9.3072
H -18.5732 6.2689 10.4284
C -17.1466 9.4821 16.8045
C -18.4148 10.3713 16.8824
C -19.5741 9.7293 16.1364
S -18.9977 8.1739 15.3696
O -18.5484 8.4735 14.0303
O -19.8928 7.0518 15.6422
C -17.5777 8.0282 16.5174
H -16.5510 9.5067 17.7156
H -16.5355 9.9309 16.0181
H -18.2909 11.3588 16.4439
H -18.6079 10.4420 17.9552
H -19.9176 10.3332 15.2966
H -20.3828 9.4663 16.8161
H -16.8023 7.4501 16.0253
H -18.0062 7.7354 17.4739
C -13.7936 12.6397 12.7893
C -13.2871 12.0550 14.0892
C -14.4577 11.2228 14.6029
S -14.7679 10.1402 13.2136
O -16.1683 9.7841 13.2199
O -13.7558 9.1207 13.2179
C -14.3753 11.4536 11.9730
H -13.0934 13.2511 12.2258
H -14.6323 13.2556 13.1202
H -13.0270 12.8136 14.8336
H -12.4666 11.3316 14.0907
H -15.3758 11.7624 14.8450
H -14.2549 10.5747 15.4584
H -15.2818 11.8342 11.5108
H -13.7448 10.9503 11.2448
*
```

Results
HOMO-LUMO gap in eV: 6.815
Electronic energy in eV: -65289.517
Relative energy (zero: lowest compared OMol25 entry of this formula, charge and spin) in kcal/mol: 14.4

=====

Record 3
Below is a structure of composition C12H36B3MnO6S3 at a distorted geometry, with properties calculated with ωB97M-V with the def2-TZVPD basis set.

ORCA input file:
```
! RIJCOSX wB97M-V def2-TZVPD def2/J DEFGRID3
* xyz -1 6
Mn -19.6991 18.5742 22.4702
B -20.3410 18.5174 20.2360
H -20.9088 18.0732 21.1098
H -21.0115 18.7622 19.3243
H -19.8442 19.4799 20.5880
H -19.5024 17.7624 19.9692
B -21.9985 19.2668 23.0273
H -22.7382 20.0135 23.5284
H -21.1419 18.9727 23.7313
H -22.5744 18.3212 22.6969
H -21.5152 19.8137 22.1267
B -19.9514 16.2888 23.0137
H -19.2164 17.0034 23.5145
H -19.7094 15.1843 23.2904
H -21.0491 16.5935 23.1900
H -19.7276 16.2997 21.8768
C -15.8065 17.3301 25.2143
C -16.5882 16.6675 26.3790
C -17.9898 17.2448 26.3055
S -17.8633 18.9334 25.7110
O -18.0157 19.8288 26.8478
O -18.6950 19.0825 24.5414
C -16.1122 18.7974 25.2371
H -16.2403 17.0069 24.2582
H -14.7434 17.0979 25.2133
H -16.1305 16.9760 27.3267
H -16.4616 15.5879 26.3539
H -18.6976 17.1043 27.1183
H -18.5182 16.7421 25.4808
H -15.5749 19.2345 26.0857
H -15.9713 19.4066 24.3468
C -15.5281 15.0355 21.0536
C -14.7275 16.0726 21.8422
C -15.0991 17.4952 21.3989
S -16.8452 17.3904 20.8565
O -16.9117 17.7846 19.4760
O -17.7477 17.9539 21.8327
C -16.9465 15.5650 20.9404
H -15.3573 14.0914 21.5674
H -15.1280 14.9982 20.0369
H -13.6637 15.8228 21.8274
H -14.9614 15.9429 22.9051
H -14.5076 17.7486 20.5196
H -14.9057 18.2417 22.1656
H -17.4899 15.1901 20.0756
H -17.6335 15.3896 21.7754
C -20.7029 23.0902 23.9212
C -19.7108 22.3593 24.8108
C -18.3422 22.5103 24.1531
S -18.7384 22.1099 22.3981
O -18.9164 20.6751 22.3363
O -17.8276 22.7856 21.4898
C -20.3535 22.9271 22.4349
H -20.9092 24.1241 24.2097
H -21.7134 22.6847 24.0431
H -19.9466 21.2927 24.8009
H -19.7269 22.7063 25.8420
H -17.6177 21.8159 24.5694
H -17.9815 23.5396 24.1244
H -21.0319 22.4195 21.7573
H -19.9943 23.8923 22.0691
*
```

Results
HOMO-LUMO gap (alpha / beta) in eV: 6.387 / 6.818
Electronic energy in eV: -91163.909
Relative energy (zero: lowest compared OMol25 entry of this formula, charge and spin) in kcal/mol: 13.3
Expectation value of S²: 8.754

=====

Record 4
Below is a cluster of 4 separate species, C12H36BrN3O3 in total at a distorted geometry, with properties calculated with ωB97M-V with the def2-TZVPD basis set.

ORCA input file:
```
! RIJCOSX wB97M-V def2-TZVPD def2/J DEFGRID3
* xyz 2 1
C -2.8726 1.0831 2.5831
C -1.7292 2.0606 2.6734
C -1.5632 2.7253 4.0226
O -2.7872 3.3735 4.2572
C -2.7367 4.3978 5.2455
N -0.4374 1.2942 2.3453
H -0.1179 0.7107 3.1170
H -0.5795 0.7919 1.4518
H 0.3034 1.9836 2.2011
H -3.7822 1.6398 2.8291
H -2.8236 0.3043 3.3464
H -3.0631 0.7098 1.5793
H -1.8146 2.7626 1.8434
H -0.7723 3.4812 3.9754
H -1.4723 1.9196 4.7674
H -3.5705 5.0682 5.0510
H -1.8268 4.9969 5.1606
H -2.8576 3.9508 6.2328
C -0.2096 -1.2096 -4.2622
C -0.4191 0.2792 -4.2080
C -1.8463 0.7126 -3.9324
O -1.9661 2.1145 -3.9101
C -1.7088 2.7937 -5.1236
N 0.4132 0.8785 -3.0947
H 0.2931 0.3503 -2.2045
H 1.3986 0.9212 -3.3471
H 0.0679 1.8347 -2.9479
H 0.8438 -1.5016 -4.2813
H -0.7179 -1.6679 -5.1074
H -0.5923 -1.7080 -3.3643
H -0.0182 0.7061 -5.1258
H -2.1284 0.3854 -2.9312
H -2.4852 0.2442 -4.6903
H -2.3239 2.3719 -5.9269
H -0.6620 2.7174 -5.4434
H -1.9441 3.8480 -5.0259
C 3.2896 -0.9790 0.9214
C 2.9016 -2.3744 1.2949
C 2.1740 -3.1692 0.2368
O 2.1258 -4.4854 0.7286
C 1.4351 -5.3737 -0.1407
N 4.1381 -3.1769 1.6554
H 4.7547 -3.2047 0.8380
H 4.6628 -2.6992 2.3884
H 3.8723 -4.1417 1.8790
H 3.9827 -0.9731 0.0738
H 3.7707 -0.4195 1.7272
H 2.4260 -0.3896 0.6094
H 2.2644 -2.4264 2.1796
H 2.6880 -3.1304 -0.7372
H 1.1727 -2.7351 0.1124
H 1.3061 -6.3244 0.3740
H 2.0294 -5.5754 -1.0355
H 0.4318 -5.0222 -0.3868
Br -0.9171 -0.7244 -0.4740
*
```

Results
HOMO-LUMO gap in eV: 8.902
Electronic energy in eV: -93668.886
Relative energy (zero: lowest compared OMol25 entry of this formula, charge and spin) in kcal/mol: 11.7